# 1
Formula: C6H10N4O
Source: the OMol25 dataset
Level of theory: ωB97M-V/def2-TZVPD

XYZ file:
```
21
Properties=species:S:1:pos:R:3:forces:R:3
H 2.146381 -2.117643 -2.300619 0.1 -0.1 0.5
N 2.237611 -2.173751 -1.272325 -0.3 0.3 -0.8
C 1.615087 -1.202661 -0.719022 0.4 -0.7 0.6
N 0.921675 -0.193660 -1.332574 -0.4 0.3 -0.4
C 1.600166 -1.083968 0.765087 -0.4 0.6 0.2
C 2.246093 -1.889790 1.594248 0.2 -0.1 -0.4
H 0.387872 0.454364 -0.757956 0.4 -0.4 -0.5
H 0.711224 -0.278652 -2.320428 0.0 0.1 0.4
H 0.985918 -0.253848 1.127622 0.4 -0.4 0.2
H 2.199876 -1.769058 2.671573 0.0 0.0 -0.2
H 2.851955 -2.687161 1.166138 -0.1 0.1 0.2
C -1.020490 2.222903 0.072022 1.0 0.1 0.1
N -0.456231 1.526218 0.981892 0.3 2.7 0.0
N -1.196469 0.563047 1.582127 -1.2 -2.6 0.2
C -2.240988 0.133774 0.985499 0.4 0.3 0.4
O -2.734081 0.567495 -0.180274 -0.2 -0.5 0.1
C -2.135060 1.728984 -0.762038 -0.9 0.1 0.2
H -0.578145 3.199489 -0.124426 0.2 -0.3 -0.5
H -2.836118 -0.645148 1.455796 0.0 0.2 -0.2
H -2.925144 2.475403 -0.882127 0.1 0.0 -0.1
H -1.781131 1.423662 -1.750215 0.1 0.2 -0.1
```
Forces are in eV/Å.

Calculated values
HOMO-LUMO gap: 8.76 eV
total charge: 0
electronic energy: -14388.852 eV
energy relative to the best compared isomer or geometry (same formula, charge and spin): 63.9 kcal per mole
lowest unoccupied orbital energy: -0.08 eV

In elementary charge units, the Löwdin charges are:
1. H 0.04
2. N 0.10
3. C -0.53
4. N 0.12
5. C -0.13
6. C 0.03
7. H 0.04
8. H 0.10
9. H 0.06
10. H 0.06
11. H 0.06
12. C -0.13
13. N -0.01
14. N 0.02
15. C -0.19
16. O -0.02
17. C -0.14
18. H 0.12
19. H 0.14
20. H 0.13
21. H 0.13

# 2
Formula: C2H5Br2OP
Source: the OMol25 dataset
Level of theory: ωB97M-V/def2-TZVPD

XYZ file:
```
11
Properties=species:S:1:pos:R:3:forces:R:3
C 0.110950 0.579607 0.281761 -0.6 -3.4 1.5
C -0.661636 -0.726345 0.020335 -3.9 0.2 1.6
O -3.262769 0.065504 2.180521 -0.4 0.6 -0.1
P -2.986201 0.080398 0.742756 3.5 -2.0 -0.7
Br -4.168862 -1.393298 -0.368475 -0.5 0.1 -0.2
Br -3.038387 1.981927 -0.374658 -0.5 0.2 0.1
H 0.384576 0.532806 1.378411 0.1 0.5 -1.4
H 0.899539 0.344857 -0.404025 1.3 1.2 -0.2
H -0.534140 1.400901 0.040927 0.3 0.6 -0.3
H -0.680094 -1.654290 0.677197 0.5 1.6 -0.5
H -0.948395 -1.043047 -0.993807 0.3 0.6 0.2
```
Forces are in eV/Å.

Calculated values
HOMO-LUMO gap: 8.10 eV
total charge: 0
electronic energy: -153576.030 eV
energy relative to the best compared isomer or geometry (same formula, charge and spin): 44.9 kcal per mole
lowest unoccupied orbital energy: -0.88 eV

In elementary charge units, the Löwdin charges are:
1. C -0.18
2. C -0.13
3. O -0.48
4. P -0.09
5. Br 0.29
6. Br 0.34
7. H 0.10
8. H 0.06
9. H -0.03
10. H 0.08
11. H 0.04

# 3
Formula: C3H3NO2
Source: the OMol25 dataset
Level of theory: ωB97M-V/def2-TZVPD

XYZ file:
```
9
Properties=species:S:1:pos:R:3:forces:R:3
C -0.553057 0.473547 0.124214 2.4 -1.0 3.0
C 0.359315 1.474431 2.554908 -0.3 1.3 2.1
C 0.128785 -0.447537 -0.504276 1.7 -0.6 -1.4
N 0.248702 0.442849 1.983209 -2.0 -2.3 -5.2
O 0.441972 2.308288 3.360963 0.3 1.1 -0.1
O 1.107582 -1.136515 0.130955 -1.8 0.7 -0.1
H 0.060678 -0.578885 -1.626407 -0.2 0.0 1.5
H -1.287606 1.150089 -0.075800 -1.7 1.7 0.0
H 0.815760 -0.773931 1.028657 1.7 -0.9 0.2
```
Forces are in eV/Å.

Calculated values
HOMO-LUMO gap: 9.39 eV
total charge: 0
electronic energy: -8741.222 eV
energy relative to the best compared isomer or geometry (same formula, charge and spin): 90.1 kcal per mole
lowest unoccupied orbital energy: -0.75 eV

In elementary charge units, the Löwdin charges are:
1. C 0.16
2. C -0.44
3. C -0.26
4. N 0.14
5. O 0.16
6. O 0.00
7. H 0.16
8. H 0.05
9. H 0.05

# 4
Formula: C15H16Cl2ErN5O2S
Source: the OMol25 dataset
Level of theory: ωB97M-V/def2-TZVPD

XYZ file:
```
42
Properties=species:S:1:pos:R:3:forces:R:3
Er 12.605209 10.619802 7.025360 -0.6 -0.1 0.2
O 14.450253 10.719247 6.133182 1.3 1.4 -1.1
N 15.040178 11.836762 5.540546 -0.6 -0.7 0.6
C 16.207250 11.605417 4.876689 -0.3 1.6 -0.2
C 16.798563 12.685244 4.226037 0.0 -0.5 0.1
C 16.205766 13.962785 4.280897 -1.0 -0.5 0.8
C 15.021634 14.143248 5.005154 0.3 -0.8 0.0
C 14.393662 13.056929 5.674779 2.0 -0.4 -1.2
S 12.965054 13.206619 6.566816 -0.6 0.1 0.3
H 16.588422 10.591175 4.929587 -0.1 0.2 -0.1
H 17.727074 12.522958 3.676047 -0.3 0.0 0.2
H 16.641359 14.822323 3.789684 0.1 -0.1 -0.1
H 14.523826 15.102963 5.083787 0.2 -0.1 -0.1
N 6.400604 8.201785 5.606511 1.2 -0.1 0.6
C 7.680707 8.308459 6.108270 -0.9 -3.2 -0.5
O 8.373663 7.295759 6.383041 -1.3 2.4 -0.5
C 8.222454 9.661059 6.310210 0.3 0.7 0.4
C 7.499002 10.768006 6.781860 0.7 -0.2 -0.1
C 8.223408 11.921581 7.092742 0.0 0.3 -0.1
C 9.603192 11.954492 6.933508 -0.1 -1.1 -0.5
N 10.312047 10.867267 6.480994 -1.5 -0.1 -0.2
C 9.599535 9.744459 6.149250 0.7 1.2 0.4
H 6.035864 7.259005 5.460450 0.1 0.6 0.1
H 5.868963 9.003511 5.294066 0.1 -0.3 0.0
H 6.418575 10.714354 6.926875 0.3 0.1 0.0
H 7.732193 12.826440 7.450975 0.0 -0.3 -0.1
H 10.150870 12.868650 7.143974 0.1 -0.2 0.0
H 10.151928 8.882399 5.752613 -0.3 0.4 0.3
Cl 11.238018 10.502056 9.440653 -0.1 0.1 0.8
C 12.699260 10.703115 10.481284 0.1 -0.3 -0.7
Cl 14.084794 10.818487 9.311871 0.0 0.0 1.0
H 12.809931 9.800848 11.089362 0.0 0.4 -0.1
H 12.615511 11.639832 11.025459 0.0 -0.2 0.0
N 13.776177 6.310981 6.550152 -1.4 0.0 0.5
C 12.422098 6.009879 6.903136 1.1 0.9 -0.2
C 11.842551 7.216662 7.161091 0.8 0.4 -0.2
N 12.792756 8.264766 6.975767 0.1 -1.7 -0.2
C 13.928430 7.640045 6.619627 -0.6 0.0 0.1
H 14.515551 5.647525 6.307365 -0.5 0.3 0.2
H 12.014607 5.005219 6.937803 0.3 0.3 -0.1
H 10.819031 7.450345 7.440819 0.2 -0.3 -0.1
H 14.860151 8.141296 6.404752 0.0 0.0 0.0
```
Forces are in eV/Å.

Calculated values
HOMO-LUMO gap (spin up / spin down): 8.08 / 8.10 eV
total charge: +2
electronic energy: -90850.630 eV
spin multiplicity: 4
energy relative to the best compared isomer or geometry (same formula, charge and spin): 0.0 kcal per mole
lowest unoccupied orbital energy (spin up / spin down): -5.97 / -5.95 eV

In elementary charge units, the Löwdin charges are:
1. Er 1.02
2. O -0.37
3. N -0.15
4. C 0.02
5. C -0.01
6. C -0.01
7. C -0.04
8. C -0.66
9. S 0.66
10. H 0.15
11. H 0.13
12. H 0.13
13. H 0.12
14. N 0.19
15. C -0.45
16. O 0.03
17. C -0.11
18. C 0.05
19. C -0.01
20. C -0.14
21. N -0.11
22. C -0.05
23. H 0.14
24. H 0.11
25. H 0.14
26. H 0.13
27. H 0.09
28. H 0.12
29. Cl 0.62
30. C -0.75
31. Cl 0.61
32. H 0.07
33. H 0.06
34. N 0.10
35. C -0.01
36. C -0.11
37. N -0.10
38. C -0.17
39. H 0.18
40. H 0.13
41. H 0.10
42. H 0.13

# 5
Formula: C8H11N
Source: the OMol25 dataset
Level of theory: ωB97M-V/def2-TZVPD

XYZ file:
```
20
Properties=species:S:1:pos:R:3:forces:R:3
C -0.071529 1.927083 0.133063 2.6 -0.4 -2.3
C -0.452226 0.483070 0.095110 -0.5 0.3 -0.9
C -1.588227 0.303690 -0.934399 2.3 0.4 2.6
C -0.755140 -0.036778 1.459881 -0.9 1.2 1.3
C 0.317474 -0.793930 1.522596 0.5 -2.4 1.8
C 0.740108 -0.585249 0.113930 2.0 1.4 -0.1
C 0.643602 -1.865575 -0.661118 3.2 0.0 2.2
C 2.142717 0.075362 -0.162549 -2.2 -0.8 0.6
N 3.106609 0.632337 -0.444832 0.1 -0.1 0.0
H 0.578659 2.222771 -0.739784 -1.1 -0.3 0.3
H 0.591996 2.174975 0.902608 0.7 0.2 1.7
H -0.929154 2.505079 0.167324 -1.6 1.4 0.1
H -1.806281 -0.683965 -0.889303 -1.4 -3.0 -0.1
H -1.245886 0.502316 -1.873691 0.7 1.0 -2.7
H -2.374520 0.903128 -0.602354 -1.5 0.9 0.1
H -1.501249 0.325892 2.200269 0.4 -0.7 -0.7
H 0.608358 -1.642381 2.208938 0.0 1.4 -0.6
H 1.068018 -1.669204 -1.566087 1.0 0.0 -2.9
H -0.326068 -2.095895 -0.765847 -3.4 -1.4 -0.3
H 1.252737 -2.682734 -0.163754 -0.9 0.9 -0.5
```
Forces are in eV/Å.

Calculated values
HOMO-LUMO gap: 10.87 eV
total charge: 0
electronic energy: -9961.645 eV
energy relative to the best compared isomer or geometry (same formula, charge and spin): 34.1 kcal per mole
lowest unoccupied orbital energy: 0.85 eV

In elementary charge units, the Löwdin charges are:
1. C -0.05
2. C -0.46
3. C 0.01
4. C -0.01
5. C -0.04
6. C -0.38
7. C -0.02
8. C -0.13
9. N 0.14
10. H 0.11
11. H 0.07
12. H 0.06
13. H 0.04
14. H 0.07
15. H 0.08
16. H 0.13
17. H 0.14
18. H 0.06
19. H 0.04
20. H 0.13

# 6
Formula: C4H13NO2
Source: the OMol25 dataset
Level of theory: ωB97M-V/def2-TZVPD

XYZ file:
```
20
Properties=species:S:1:pos:R:3:forces:R:3
C -0.313489 -1.728141 2.181183 0.7 0.7 1.2
C -0.447634 -0.875644 0.952227 0.4 0.4 -0.5
C 0.843377 -0.183444 0.463026 -0.7 -0.1 -1.9
C 0.643651 0.535621 -1.793878 0.5 -1.7 0.0
N 0.560008 0.848670 -0.505487 -0.4 1.3 0.7
H -1.273099 -2.161102 2.451562 0.1 -0.5 0.0
H 0.502929 -2.451694 2.085972 -0.4 -0.4 -0.2
H 0.012342 -1.128700 3.049947 -0.2 0.0 -0.1
H -1.108126 -0.014360 1.087473 -0.5 -0.4 0.1
H -0.834900 -1.560997 0.188787 -0.1 0.6 -0.3
H 1.447046 -0.923617 -0.096137 0.5 -0.2 0.8
H 1.353147 0.311078 1.286519 0.4 -0.4 0.4
H 0.822276 -0.533504 -2.039656 0.0 0.3 -0.3
H 0.478986 1.195512 -2.630680 -0.2 0.4 0.2
H 2.743937 2.048905 -0.792532 -0.9 -0.1 0.3
H 3.083344 2.543622 0.700678 -0.6 -0.2 -0.6
O 3.395520 2.088723 -0.089497 1.5 0.1 0.4
H -4.051877 1.281967 -1.671721 0.0 0.4 -0.1
H -4.059869 0.299148 -2.871886 0.0 0.2 -0.1
O -3.797566 0.407950 -1.955900 0.0 -0.7 0.2
```
Forces are in eV/Å.

Calculated values
HOMO-LUMO gap (spin up / spin down): 2.73 / 6.86 eV
total charge: -1
electronic energy: -9941.642 eV
spin multiplicity: 2
energy relative to the best compared isomer or geometry (same formula, charge and spin): 26.6 kcal per mole
lowest unoccupied orbital energy (spin up / spin down): 3.49 / 3.36 eV

In elementary charge units, the Löwdin charges are:
1. C -0.16
2. C -0.29
3. C -0.36
4. C -0.27
5. N -0.21
6. H 0.05
7. H 0.06
8. H 0.06
9. H 0.09
10. H 0.10
11. H 0.08
12. H 0.08
13. H -0.02
14. H -0.05
15. H -0.01
16. H 0.02
17. O -0.12
18. H 0.02
19. H 0.02
20. O -0.08